No. 1
ORCA calculation (the ωB97M-V functional and the def2-TZVPD basis) on a structure of composition C28H81F4N9O17PbS4 at a distorted geometry.

Structure (XYZ):
```
144
C28H81F4N9O17PbS4 the ωB97M-V functional and the def2-TZVPD basis
Pb -4.67 -3.64 -2.63
N -1.08 -0.91 -1.45
S 0.47 -0.93 -1.54
O 1.23 -1.41 -0.41
O 1.04 0.07 -2.38
F 0.48 -2.22 -2.41
S -1.06 0.15 -0.02
O -0.04 1.19 0.17
O -1.54 -0.56 1.17
F -2.39 0.99 -0.44
N -3.50 -5.15 -6.90
S -4.54 -5.46 -8.28
O -5.75 -6.24 -7.99
O -4.02 -5.51 -9.62
F -5.17 -3.95 -8.16
S -2.43 -6.13 -7.41
O -1.37 -5.48 -8.14
O -2.87 -7.53 -7.75
F -1.68 -6.49 -5.99
O -3.44 -3.96 5.00
H -2.61 -4.34 5.29
H -3.19 -3.18 4.51
O -2.71 -0.43 -6.86
H -2.92 -1.35 -6.67
H -2.16 -0.15 -6.12
C 2.35 5.29 5.36
C 1.91 6.64 5.02
C 3.03 7.68 4.84
O 3.87 7.46 3.64
C 4.75 8.51 3.41
N 1.10 6.58 3.81
H 2.86 5.24 6.33
H 3.14 4.88 4.73
H 1.60 4.51 5.42
H 1.14 6.97 5.72
H 3.62 7.69 5.75
H 2.57 8.67 4.81
H 4.40 9.47 3.03
H 5.50 8.12 2.72
H 5.32 8.59 4.33
H 1.01 7.39 3.21
H 1.62 5.92 3.25
C 4.97 -10.51 -4.55
C 6.19 -9.90 -5.21
C 6.75 -8.89 -4.24
O 5.84 -7.81 -4.00
C 5.68 -6.90 -5.06
N 7.18 -11.01 -5.36
H 5.20 -10.86 -3.54
H 4.59 -11.42 -5.03
H 4.15 -9.79 -4.49
H 6.05 -9.40 -6.17
H 7.71 -8.51 -4.60
H 7.10 -9.42 -3.35
H 6.64 -6.64 -5.49
H 5.21 -6.07 -4.54
H 4.99 -7.30 -5.81
H 7.64 -11.31 -4.51
H 6.81 -11.85 -5.80
C 10.66 1.21 -2.76
C 9.61 0.17 -2.25
C 8.20 0.68 -1.90
O 8.18 1.33 -0.70
C 7.12 2.21 -0.32
N 9.59 -1.01 -3.18
H 11.63 0.76 -2.96
H 10.67 2.13 -2.17
H 10.34 1.42 -3.78
H 9.99 -0.24 -1.32
H 7.50 -0.16 -1.92
H 7.89 1.30 -2.74
H 7.33 2.60 0.68
H 6.10 1.84 -0.41
H 7.24 3.08 -0.97
H 8.83 -1.53 -2.76
H 9.23 -0.76 -4.09
C -9.73 0.02 9.31
C -10.18 1.15 8.43
C -9.07 1.66 7.40
O -7.91 2.23 8.07
C -6.99 2.52 6.98
N -11.36 0.66 7.78
H -9.25 -0.77 8.75
H -10.45 -0.44 9.99
H -8.98 0.37 10.02
H -10.41 2.02 9.04
H -9.45 2.31 6.61
H -8.62 0.79 6.92
H -6.20 3.03 7.53
H -7.28 3.23 6.21
H -6.57 1.66 6.44
H -11.79 1.54 7.53
H -11.96 0.20 8.45
C 4.80 -8.91 2.37
C 4.36 -7.43 2.54
C 5.53 -6.52 2.98
O 4.95 -5.26 3.26
C 5.79 -4.29 3.43
N 3.66 -6.96 1.32
H 4.02 -9.59 2.03
H 5.00 -9.17 3.40
H 5.55 -9.04 1.59
H 3.59 -7.40 3.31
H 6.20 -6.53 2.12
H 5.99 -6.90 3.89
H 6.44 -4.48 4.28
H 5.16 -3.42 3.62
H 6.29 -4.15 2.47
H 3.59 -5.96 1.39
H 4.26 -7.10 0.51
C -9.89 3.02 0.17
C -11.33 3.20 -0.35
C -12.06 4.57 0.05
O -11.12 5.61 0.34
C -11.61 6.56 1.35
N -11.23 3.05 -1.79
H -9.21 3.82 -0.13
H -9.53 2.02 -0.06
H -9.83 3.03 1.26
H -11.85 2.43 0.21
H -12.68 4.21 0.88
H -12.77 4.80 -0.74
H -12.55 6.98 1.00
H -10.83 7.31 1.24
H -11.79 6.24 2.37
H -12.14 2.93 -2.22
H -10.99 4.00 -2.05
C 2.43 7.71 -3.28
C 1.75 6.32 -3.52
C 0.25 6.58 -3.95
O -0.52 7.51 -3.26
C -1.38 6.79 -2.32
N 2.46 5.41 -4.42
H 1.85 8.41 -2.67
H 2.66 8.13 -4.26
H 3.40 7.58 -2.79
H 1.79 5.88 -2.53
H -0.33 5.70 -4.23
H 0.36 7.03 -4.93
H -2.14 6.18 -2.82
H -1.77 7.43 -1.53
H -0.86 6.04 -1.72
H 3.47 5.47 -4.40
H 2.36 4.51 -3.97
```

## Properties
Gap between HOMO and LUMO, eV: 1.5
Relative energy (zero: lowest compared OMol25 entry of this formula, charge and spin), eV: 17.6105
2S+1: 1
Lowest unoccupied orbital energy, eV: -7.44

Results of the Löwdin charge analysis, in e, for atoms 1 through 8:
1. Pb 1.5067
2. N -0.2432
3. S 0.3554
4. O -0.2631
5. O -0.2347
6. F -0.1861
7. S 0.6347
8. O -0.2666

No. 2
ORCA calculation (the ωB97M-V functional and the def2-TZVPD basis) on a cluster of 9 separate species, C28H60Br16NO6P2S in total at a distorted geometry.

Structure (XYZ):
```
114
C28H60Br16NO6P2S the ωB97M-V functional and the def2-TZVPD basis
C -2.89 1.32 -0.04
C -3.48 -0.06 0.53
O -3.25 -0.36 1.72
O -4.25 -0.81 -0.37
C -4.02 -2.24 -0.21
C -2.57 -2.68 -0.80
C -1.57 -3.04 0.40
C -0.16 -3.62 -0.07
C 0.97 -3.29 1.04
C 2.46 -3.37 0.47
C 3.05 -1.95 -0.01
C 3.48 -0.99 1.20
P 3.01 0.85 1.00
N 2.71 0.86 2.81
O 1.27 0.65 0.89
C 0.93 1.63 -0.10
C 1.99 1.46 -1.34
P 1.01 0.39 -2.55
O -0.07 1.34 -3.51
O 0.05 -0.81 -1.82
S 2.33 -0.52 -3.69
O 3.19 0.93 -0.75
H -3.71 2.07 -0.30
H -2.22 1.84 0.74
H -2.26 1.04 -0.94
H -4.09 -2.61 0.86
H -4.84 -2.78 -0.80
H -2.24 -1.79 -1.44
H -2.68 -3.59 -1.49
H -2.10 -3.84 1.03
H -1.50 -2.12 1.07
H -0.28 -4.77 -0.10
H 0.16 -3.31 -1.11
H 0.82 -2.27 1.53
H 0.89 -4.12 1.84
H 2.41 -4.03 -0.47
H 3.15 -3.92 1.19
H 2.28 -1.50 -0.71
H 3.98 -2.16 -0.63
H 4.63 -1.01 1.23
H 3.15 -1.41 2.22
H 4.39 1.20 1.21
H 2.80 2.28 1.13
H 2.32 1.80 3.05
H 1.89 0.24 2.94
H 0.93 2.73 0.17
H -0.12 1.48 -0.56
H 2.15 2.42 -1.96
H -0.94 1.22 -3.04
H 0.23 -0.89 -0.85
Br -4.55 -5.47 0.05
C -5.88 -5.99 1.37
C -6.43 -4.78 2.09
Br -5.18 -4.10 3.41
H -5.40 -6.70 2.04
H -6.66 -6.50 0.81
H -7.33 -5.05 2.66
H -6.67 -3.96 1.42
Br 7.29 4.88 1.71
C 8.07 3.23 1.01
C 7.54 2.92 -0.37
Br 5.73 2.19 -0.28
H 7.87 2.45 1.73
H 9.14 3.42 0.97
H 8.14 2.14 -0.84
H 7.50 3.79 -1.02
Br -2.42 4.68 -1.65
C -4.21 5.37 -1.98
C -4.71 6.16 -0.80
Br -5.28 4.98 0.64
H -4.84 4.52 -2.23
H -4.11 6.02 -2.86
H -5.61 6.73 -1.07
H -3.97 6.84 -0.38
Br 4.98 7.88 2.09
C 6.63 8.41 2.98
C 6.66 9.89 3.25
Br 7.05 10.90 1.63
H 7.45 8.06 2.35
H 6.64 7.85 3.92
H 7.47 10.14 3.94
H 5.72 10.27 3.64
Br -1.61 -7.45 -1.42
C -2.69 -7.50 -3.04
C -2.33 -6.38 -3.98
Br -3.07 -4.68 -3.37
H -3.74 -7.48 -2.73
H -2.47 -8.47 -3.50
H -2.77 -6.54 -4.96
H -1.25 -6.23 -4.08
Br 7.59 -1.28 5.80
C 7.11 0.45 5.04
C 6.42 0.30 3.71
Br 7.69 -0.13 2.29
H 8.03 1.04 4.98
H 6.44 0.91 5.77
H 5.96 1.24 3.40
H 5.66 -0.49 3.70
Br -0.24 -6.43 -8.42
C -1.14 -4.72 -8.65
C -1.89 -4.33 -7.40
Br -3.55 -5.33 -7.23
H -1.77 -4.81 -9.53
H -0.34 -4.00 -8.85
H -2.19 -3.28 -7.45
H -1.32 -4.49 -6.48
Br -7.05 2.34 2.18
C -7.69 3.60 3.53
C -9.05 4.15 3.17
Br -8.92 5.50 1.78
H -6.92 4.37 3.63
H -7.74 3.02 4.45
H -9.49 4.66 4.03
H -9.74 3.39 2.82
```

## Properties
Net charge: -1
Gap between HOMO and LUMO, eV: 6.0
2S+1: 1
Lowest unoccupied orbital energy, eV: 1.60

Results of the Löwdin charge analysis, in e, for atoms 1 through 8:
1. C -0.0075
2. C -0.4248
3. O 0.0563
4. O -0.0614
5. C -0.2232
6. C -0.2181
7. C -0.2036
8. C -0.1980

No. 3
ORCA calculation (the ωB97M-V functional and the def2-TZVPD basis) on the molecule C5H8O2.

Structure (XYZ):
```
15
C5H8O2 the ωB97M-V functional and the def2-TZVPD basis
C 2.02 -0.37 0.55
C 0.88 0.62 0.43
O 0.60 1.05 -0.90
C -0.38 0.30 -0.23
C -1.80 0.79 -0.03
O -2.31 -0.49 -0.44
C -1.00 -1.01 -0.70
H 1.99 -0.91 1.50
H 1.97 -1.09 -0.27
H 2.97 0.16 0.48
H 0.87 1.42 1.17
H -2.11 1.06 0.99
H -2.08 1.60 -0.72
H -0.84 -1.24 -1.76
H -0.78 -1.89 -0.09
```

## Properties
Gap between HOMO and LUMO, eV: 10.8
Relative energy (zero: lowest compared OMol25 entry of this formula, charge and spin), eV: 2.4757
2S+1: 1
Lowest unoccupied orbital energy, eV: 0.97

Results of the natural (NBO) charge analysis, in e, for atoms 1 through 8:
1. C -0.6374
2. C 0.0692
3. O -0.4754
4. C 0.1552
5. C -0.0788
6. O -0.5267
7. C -0.0842
8. H 0.2184

No. 4
ORCA calculation (the ωB97M-V functional and the def2-TZVPD basis) on the molecule C10H10N2O3 at a distorted geometry.

Structure (XYZ):
```
25
C10H10N2O3 the ωB97M-V functional and the def2-TZVPD basis
C -1.33 -2.46 0.47
C -0.06 -3.06 0.41
C -1.48 -1.08 0.35
C 1.06 -2.25 0.27
C -0.38 -0.26 0.17
C 0.87 -0.88 0.21
C 0.72 1.89 0.52
C -0.45 1.28 -0.01
C -1.69 1.83 0.72
C -0.60 1.78 -1.50
N 1.86 0.00 -0.02
N 3.16 -0.11 -0.15
O 1.19 2.76 1.11
O 3.64 -1.17 -0.42
O 3.72 0.96 -0.20
H -2.21 -3.10 0.41
H -0.01 -4.14 0.41
H -2.42 -0.80 0.14
H 2.11 -2.68 0.23
H -2.56 1.69 0.20
H -1.67 2.88 0.84
H -1.81 1.31 1.64
H -1.23 2.68 -1.71
H -0.78 0.82 -2.13
H 0.36 2.11 -1.95
```

## Properties
Gap between HOMO and LUMO, eV: 7.9
Relative energy (zero: lowest compared OMol25 entry of this formula, charge and spin), eV: 6.1472
2S+1: 1
Lowest unoccupied orbital energy, eV: -0.18

Results of the natural (NBO) charge analysis, in e, for atoms 1 through 8:
1. C -0.2452
2. C -0.1755
3. C -0.1970
4. C -0.2692
5. C -0.0762
6. C 0.2134
7. C 0.9556
8. C -0.2682

No. 5
ORCA calculation (the ωB97M-V functional and the def2-TZVPD basis) on a cluster of 2 separate species, H4N4O2 in total at a distorted geometry.

Structure (XYZ):
```
10
H4N4O2 the ωB97M-V functional and the def2-TZVPD basis
N 0.00 -1.11 0.38
N 0.19 1.14 0.12
N -0.23 0.06 0.90
N -2.17 -0.06 0.16
O -2.46 -1.17 -0.24
O -2.84 0.98 0.07
H -0.25 -1.84 1.06
H 0.00 -1.15 -0.68
H 0.03 0.87 -0.85
H -0.45 1.94 0.31
```

## Properties
Gap between HOMO and LUMO (alpha / beta), eV: 8.3 / 8.3
Relative energy (zero: lowest compared OMol25 entry of this formula, charge and spin), eV: 1.0986
2S+1: 1
Lowest unoccupied orbital energy (alpha / beta), eV: -0.11 / -0.11

Results of the natural (NBO) charge analysis, in e, for atoms 1 through 8:
1. N -0.5372
2. N -0.5942
3. N 0.0760
4. N 0.3812
5. O -0.4199
6. O -0.4469
7. H 0.4254
8. H 0.3820

No. 6
ORCA calculation (the ωB97M-V functional and the def2-TZVPD basis) on a structure of composition C30H22F5N5OPt.

Structure (XYZ):
```
64
C30H22F5N5OPt the ωB97M-V functional and the def2-TZVPD basis
Pt 0.03 0.47 0.44
C 0.41 -3.78 0.97
C 0.04 -2.52 0.45
N 0.43 -1.40 1.02
C 1.24 -1.42 2.12
C 1.60 -2.63 2.73
C 1.16 -3.82 2.11
C 2.38 -2.60 3.91
C 2.75 -1.39 4.42
C 2.44 -0.17 3.78
C 1.71 -0.16 2.61
N 1.34 0.93 1.83
C 1.65 2.26 1.93
C 2.57 2.88 2.75
C 2.76 4.28 2.72
C 2.06 5.08 1.86
C 1.14 4.49 0.97
C 0.45 5.22 -0.03
C -0.36 4.57 -0.92
C -0.52 3.19 -0.80
N 0.06 2.48 0.15
C 0.92 3.10 1.03
H 0.08 -4.67 0.46
H -0.59 -2.43 -0.42
H 1.44 -4.77 2.55
H 2.65 -3.53 4.39
H 3.33 -1.35 5.34
H 2.77 0.74 4.25
H 3.21 2.31 3.40
H 3.49 4.71 3.38
H 2.22 6.15 1.83
H 0.60 6.29 -0.09
H -0.86 5.10 -1.71
H -1.14 2.63 -1.50
O -1.67 -0.05 -0.74
N -2.76 0.67 -0.42
C -3.07 0.91 0.87
C -4.20 1.63 1.18
C -5.03 2.09 0.17
C -4.71 1.80 -1.14
C -3.56 1.08 -1.41
H -2.37 0.51 1.59
H -4.43 1.81 2.22
H -5.92 2.66 0.41
H -5.33 2.12 -1.96
H -3.26 0.79 -2.41
F 0.02 0.39 -4.80
C -0.13 0.20 -3.46
F 0.84 0.94 -2.87
H -1.10 0.58 -3.17
F -0.34 -6.07 -3.73
C 0.41 -5.40 -2.83
F -0.04 -5.81 -1.61
F 1.67 -5.83 -2.94
C 0.29 -3.93 -2.99
C 1.43 -3.09 -3.08
C 1.29 -1.75 -3.16
N 0.02 -1.16 -3.10
C -1.11 -1.98 -3.10
C -0.99 -3.32 -3.03
H 2.42 -3.51 -3.09
H 2.12 -1.07 -3.23
H -2.06 -1.48 -3.09
H -1.88 -3.93 -3.00
```

## Properties
Net charge: +1
Gap between HOMO and LUMO (alpha / beta), eV: 5.5 / 6.4
Relative energy (zero: lowest compared OMol25 entry of this formula, charge and spin), eV: 0.0000
2S+1: 2
Lowest unoccupied orbital energy (alpha / beta), eV: -3.34 / -3.34

Results of the natural (NBO) charge analysis, in e, for atoms 1 through 8:
1. Pt 0.8347
2. C -0.2661
3. C 0.0911
4. N -0.4597
5. C 0.2050
6. C -0.0908
7. C -0.0862
8. C -0.2220

No. 7
ORCA calculation (the ωB97M-V functional and the def2-TZVPD basis) on a cluster of 3 separate species, C5H17NO2 in total at a distorted geometry.

Structure (XYZ):
```
25
C5H17NO2 the ωB97M-V functional and the def2-TZVPD basis
C 0.58 -0.08 -1.46
C -0.89 0.44 -1.46
C -1.85 -0.46 -2.20
N -1.38 0.79 -0.15
C -0.77 2.03 0.34
C -1.39 -0.31 0.81
H 0.97 -0.30 -0.48
H 1.23 0.63 -1.98
H 0.75 -0.98 -2.07
H -0.80 1.28 -2.14
H -1.64 -0.68 -3.24
H -1.90 -1.48 -1.76
H -2.90 -0.18 -2.14
H -1.35 2.83 -0.12
H -0.84 2.09 1.42
H 0.28 2.17 0.04
H -1.78 0.06 1.72
H -0.45 -0.82 0.88
H -2.17 -1.00 0.49
O 1.93 0.06 2.49
H 1.69 -0.23 3.37
H 1.84 1.01 2.46
O 2.61 -2.09 0.76
H 3.46 -1.75 0.45
H 2.49 -1.56 1.57
```

## Properties
Gap between HOMO and LUMO, eV: 8.5
Relative energy (zero: lowest compared OMol25 entry of this formula, charge and spin), eV: 1.3263
2S+1: 1
Lowest unoccupied orbital energy, eV: 0.42

Results of the natural (NBO) charge analysis, in e, for atoms 1 through 8:
1. C -0.6533
2. C -0.0583
3. C -0.6157
4. N -0.4469
5. C -0.4077
6. C -0.4177
7. H 0.2251
8. H 0.2011

No. 8
ORCA calculation (the ωB97M-V functional and the def2-TZVPD basis) on the molecule C2 at a distorted geometry.

Structure (XYZ):
```
2
C2 the ωB97M-V functional and the def2-TZVPD basis
C 0.00 0.00 0.88
C 0.00 0.00 -0.88
```

## Properties
Gap between HOMO and LUMO, eV: 6.6
Relative energy (zero: lowest compared OMol25 entry of this formula, charge and spin), eV: 2.1690
2S+1: 1
Lowest unoccupied orbital energy, eV: -3.25

Want to see where the charge sits? The natural (NBO) charges in e are:
1. C 0.0000
2. C 0.0000

no.,calculated total energy (Eh)
1,-5071.60523
2,-43874.19229
3,-345.71398
4,-722.07442
5,-371.69618
6,-2123.88591
7,-405.89370
8,-75.79779